(1)
Computed, not measured: a molecular structure, C10H22Br3N2O, with ωB97M-V with the def2-TZVPD basis set.

Values from the calculation:
highest occupied orbital energy: -12.61 eV
E_tot: -225875.33824 eV
E_LUMO: -3.03 eV

The geometry in ORCA input format:
```
! RIJCOSX wB97M-V def2-TZVPD def2/J DEFGRID3
* xyz 1 1
C 0.6571 3.3106 0.7290
C 0.8450 2.9804 -0.7494
C -0.1945 2.0031 -1.2948
C -0.2168 0.6780 -0.5410
N -0.8083 -0.3890 -1.3529
C -0.6768 -1.7559 -0.9322
C -0.6821 -1.9930 0.5952
N 0.6839 -1.8641 1.2130
C 1.7447 -2.6398 0.4554
C 3.0896 -2.4512 1.1194
C 1.6781 -2.1848 -0.9906
O 0.4067 -2.4449 -1.5365
H 1.3952 4.0366 1.0708
H -0.3344 3.7362 0.9008
H 0.7525 2.4273 1.3684
H 1.8476 2.5702 -0.9185
H 0.7922 3.9032 -1.3296
H -1.1879 2.4609 -1.2340
H -0.0043 1.7876 -2.3473
H -0.7593 0.8109 0.4068
H 0.8185 0.4170 -0.2933
H -1.7953 -0.1916 -1.4878
H -1.5516 -2.2939 -1.3012
H -1.0370 -2.9934 0.8360
H -1.3286 -1.2606 1.0784
H 0.9530 -0.8780 1.2540
H 0.6499 -2.1983 2.1774
H 1.4041 -3.6767 0.4998
H 3.8480 -2.9952 0.5570
H 3.0922 -2.8339 2.1416
H 3.3833 -1.3987 1.1424
H 1.9410 -1.1238 -1.0797
H 2.4017 -2.7491 -1.5774
C -4.4791 1.8643 0.3263
Br -4.4376 0.1443 -0.5513
Br -3.3002 1.9064 1.8474
Br -4.1059 3.2828 -0.9020
H -5.4847 1.9960 0.7003
*
```

Results of the natural (NBO) charge analysis, in e, for atoms 1 through 6: atom 1 (C): -0.61, atom 2 (C): -0.39, atom 3 (C): -0.41, atom 4 (C): -0.23, atom 5 (N): -0.64, atom 6 (C): 0.23

---

(2)
Computed, not measured: C37H59F7O7S3 in the gas phase, with ωB97M-V with the def2-TZVPD basis set.

Values from the calculation:
highest occupied orbital energy: -8.66 eV
E_tot: -105179.53924 eV
E_LUMO: -0.58 eV

The geometry in ORCA input format:
```
! RIJCOSX wB97M-V def2-TZVPD def2/J DEFGRID3
* xyz 0 1
C 10.1190 -3.3277 1.0124
C 10.0633 -2.1959 -0.0869
C 8.6303 -1.5057 -0.1366
C 8.6997 0.0461 -0.4809
C 8.1016 0.9304 0.6961
C 6.5331 1.0694 0.6141
C 6.0528 2.2542 -0.3309
C 4.4822 2.4811 -0.1848
C 4.1213 3.4633 1.0012
C 2.7913 3.0645 1.7566
C 2.0413 4.3107 2.3849
C 0.5156 3.9744 2.7062
C -0.2662 3.9927 1.3051
C -1.2179 2.7153 1.2846
C -2.5042 2.9017 0.3884
C -2.7154 1.8623 -0.7706
S -3.9254 2.5526 -1.9910
O -3.2382 3.6523 -2.6751
O -4.2689 1.5836 -3.0404
C -5.4595 3.3054 -1.2712
F -5.2233 4.1872 -0.2253
F -5.9834 4.1078 -2.2599
C -6.5844 2.3276 -0.7661
F -7.6522 3.1398 -0.4103
F -6.1873 1.7474 0.4286
C -7.1638 1.2907 -1.8032
F -6.5643 0.0665 -1.7861
F -7.2060 1.7201 -3.0821
F -8.4791 1.0682 -1.4325
C -3.2401 0.4131 -0.3093
C -3.2193 0.1746 1.2410
O -3.8210 -1.0326 1.6962
C -5.2475 -1.0319 1.5835
C -5.7531 -2.5131 1.8510
O -5.4697 -3.3985 0.7634
C -6.4649 -3.3351 -0.2531
C -6.2504 -4.4395 -1.3759
C -2.5061 -0.6595 -1.1955
C -3.0795 -2.1402 -1.0291
C -2.5089 -3.1365 -2.0820
C -2.0892 -2.8058 -3.4371
C -1.5238 -3.7796 -4.3612
C -1.3685 -5.1599 -3.9260
C -1.8145 -5.5429 -2.5877
C -2.3806 -4.5436 -1.6746
C -0.9471 -0.7294 -1.0440
C -0.4627 -1.5399 0.2692
S 1.1054 -0.7799 0.8834
C 0.9960 -0.4679 2.6993
C 2.3288 -1.0678 3.3462
O -0.2455 0.5417 -1.0374
S -1.0834 1.7652 -1.6948
O -1.2805 1.4482 -3.1093
O -0.3763 3.0400 -1.6570
H 9.8465 -2.9310 2.0320
H 11.1777 -3.7043 1.0653
H 9.4531 -4.1983 0.7519
H 10.3012 -2.6793 -1.0726
H 10.8503 -1.4343 0.1476
H 8.1056 -1.6912 0.8362
H 8.0541 -2.0077 -0.9568
H 8.1901 0.2640 -1.4540
H 9.7850 0.3280 -0.5766
H 8.5455 1.9626 0.6585
H 8.3453 0.4548 1.6891
H 6.0869 1.2899 1.6243
H 6.1144 0.1105 0.1924
H 6.6340 3.1999 -0.1784
H 6.2850 1.9157 -1.3850
H 4.0339 1.4597 -0.0723
H 4.1548 2.8838 -1.1858
H 4.0368 4.4897 0.5417
H 5.0146 3.5074 1.6833
H 3.0879 2.3581 2.5895
H 2.1158 2.4814 1.0740
H 2.0214 5.0976 1.5775
H 2.5893 4.6803 3.2873
H 0.4684 2.9137 3.0844
H 0.0898 4.7203 3.4197
H 0.5243 3.9450 0.5194
H -0.8800 4.9304 1.1851
H -1.5825 2.6285 2.3516
H -0.6210 1.7881 1.0913
H -2.4332 3.9217 -0.0910
H -3.4191 2.9586 1.0430
H -4.3238 0.3889 -0.6307
H -3.7107 1.0128 1.8246
H -2.1434 0.1918 1.5807
H -5.6577 -0.4158 2.4275
H -5.6423 -0.7564 0.5751
H -6.8835 -2.4318 1.9044
H -5.4274 -2.9109 2.8419
H -6.4007 -2.3446 -0.7909
H -7.5212 -3.4103 0.1286
H -6.3657 -4.0019 -2.4088
H -5.2199 -4.8718 -1.3387
H -7.0331 -5.2388 -1.3012
H -2.7660 -0.4120 -2.2664
H -2.9111 -2.5624 -0.0130
H -4.1834 -2.0525 -1.2354
H -2.1764 -1.7376 -3.7669
H -1.1979 -3.4299 -5.3694
H -0.9056 -5.8855 -4.6308
H -1.7188 -6.6085 -2.2636
H -2.7153 -4.8622 -0.6632
H -0.5286 -1.3187 -1.9084
H -0.2041 -2.5958 -0.0272
H -1.2675 -1.6267 1.0401
H 1.0500 0.6457 2.8603
H 0.0676 -0.8559 3.1834
H 3.0999 -1.1108 2.5246
H 2.7575 -0.3986 4.1326
H 2.1440 -2.1093 3.7145
*
```

Results of the Mulliken charge analysis, in e, for atoms 1 through 6: atom 1 (C): -1.19, atom 2 (C): -0.35, atom 3 (C): -0.71, atom 4 (C): -0.62, atom 5 (C): -0.87, atom 6 (C): -0.36

---

(3)
Computed, not measured: a molecular structure, C29H73As2F12Mg2N2O19, with ωB97M-V with the def2-TZVPD basis set.

Values from the calculation:
highest occupied orbital energy: -10.40 eV
relative energy (zero: lowest compared OMol25 entry of this formula, charge and spin): 0.0 kJ/mol
E_tot: -238293.38139 eV
E_LUMO: -6.60 eV

The geometry in ORCA input format:
```
! RIJCOSX wB97M-V def2-TZVPD def2/J DEFGRID3
* xyz 1 1
Mg 16.2922 28.0276 8.2149
Mg 26.0694 27.1825 3.3926
N 15.1992 23.6227 7.9993
O 15.7474 24.6838 7.6158
O 15.2568 22.5642 7.3662
O 14.5699 23.6881 8.9967
As 26.9566 31.9798 1.4263
F 25.3061 32.2840 0.7439
F 27.4929 31.3718 -0.1783
F 28.5463 31.3835 2.0400
F 26.4946 32.7051 2.9968
F 26.3500 30.3843 1.9797
F 27.5298 33.5863 1.0053
As 21.3335 27.7712 6.1655
F 21.1040 29.2332 5.1577
F 19.6794 28.0224 6.8057
F 21.4576 26.3181 7.1701
F 22.9181 27.4188 5.3433
F 22.0453 28.6539 7.5497
F 20.5812 26.8280 4.8666
C 17.5810 23.0215 2.5398
N 17.9757 23.4564 1.1697
O 17.8756 24.6463 0.8785
O 18.4042 22.6290 0.4150
H 17.2530 23.9783 2.9460
H 18.3920 22.5083 3.0564
H 16.7996 22.3103 2.2719
C 23.4263 26.4117 0.7315
O 24.2474 25.6808 1.6849
C 24.1316 24.2877 1.5769
C 24.4108 23.6717 2.8278
O 25.3479 24.4197 3.5462
C 25.6440 23.7135 4.8075
H 23.8142 26.3195 -0.2830
H 23.3855 27.4482 1.0665
H 22.3908 26.0869 0.8328
H 24.7412 23.8277 0.7992
H 23.1525 24.0584 1.1562
H 24.8438 22.6926 2.6231
H 23.4497 23.4585 3.2957
H 26.6152 24.0318 5.1866
H 25.6738 22.6270 4.7259
H 24.9188 23.8757 5.6050
C 28.9211 26.6264 1.2000
O 28.6352 26.7379 2.6036
C 29.7208 26.4470 3.4644
C 29.5788 27.4499 4.6595
O 28.1811 27.7815 4.8111
C 28.0097 28.6134 5.9737
H 28.0073 26.6930 0.6095
H 29.5041 25.7452 0.9323
H 29.4882 27.4889 0.8499
H 30.6402 26.6206 2.9051
H 29.6609 25.4086 3.7905
H 30.2345 28.3007 4.4741
H 29.9206 26.8721 5.5182
H 28.6139 29.5201 5.9439
H 28.1803 28.1389 6.9401
H 26.9795 28.9681 6.0046
C 24.2181 28.3093 15.5479
O 24.8079 29.4649 14.9199
C 24.4496 29.5506 13.5163
C 25.2760 30.6380 12.8371
O 26.5581 30.1461 12.5427
C 27.4885 29.9836 13.6003
H 24.6031 27.3482 15.2070
H 23.1492 28.2360 15.3473
H 24.3747 28.3295 16.6264
H 23.4299 29.9293 13.5871
H 24.5112 28.6572 12.8948
H 25.2961 31.6086 13.3328
H 24.6399 30.8716 11.9833
H 27.1615 29.2098 14.2949
H 27.5079 30.9289 14.1426
H 28.4420 29.6815 13.1669
C 18.1726 27.0584 11.3947
O 17.8451 28.2210 10.6132
C 17.9610 29.3983 11.4513
C 18.0866 30.5464 10.4292
O 17.0471 30.4825 9.3815
C 16.3255 31.7374 9.0893
H 19.1755 27.0439 11.8215
H 18.0942 26.1483 10.8001
H 17.4960 26.9898 12.2465
H 18.8261 29.3958 12.1145
H 17.0525 29.4593 12.0505
H 19.0806 30.5586 9.9821
H 17.9888 31.4589 11.0173
H 15.7928 32.0792 9.9767
H 15.7101 31.5708 8.2052
H 16.9936 32.4762 8.6466
C 16.0741 35.0591 1.8615
O 16.9611 34.3349 2.7727
C 18.3048 34.7543 2.8691
C 19.2086 34.1447 1.7259
O 18.8714 34.7133 0.4623
C 19.7780 34.3016 -0.5611
H 15.0948 34.5840 1.9200
H 16.5527 35.0544 0.8823
H 15.8620 36.1075 2.0713
H 18.7752 34.4742 3.8116
H 18.3771 35.8419 2.8552
H 19.2342 33.0574 1.7981
H 20.2322 34.4186 1.9813
H 19.4467 34.6796 -1.5282
H 19.8154 33.2209 -0.6982
H 20.7465 34.7769 -0.4052
C 22.6277 34.2772 8.6129
O 22.3904 34.2659 10.0008
C 21.3937 35.1292 10.4177
C 21.5004 35.1856 11.9889
O 21.2633 33.8799 12.5453
C 20.9202 33.9179 13.8933
H 23.5736 33.7733 8.4144
H 22.6017 35.2808 8.1885
H 21.7994 33.7442 8.1461
H 20.4457 34.7546 10.0317
H 21.3916 36.1149 9.9523
H 20.7352 35.8766 12.3425
H 22.4643 35.5768 12.3141
H 20.6314 32.9179 14.2168
H 20.1387 34.6063 14.2149
H 21.8550 34.2178 14.3669
C 11.2210 31.3069 6.3939
O 12.0350 30.1988 6.1574
C 12.0827 29.6934 4.8192
C 13.2180 28.6643 4.7784
O 14.3717 29.2840 5.4230
C 15.1182 29.9604 4.4445
H 11.3197 32.1222 5.6772
H 11.3873 31.6294 7.4217
H 10.1747 31.0129 6.3110
H 12.2653 30.5283 4.1428
H 11.2010 29.1703 4.4490
H 13.4233 28.4501 3.7296
H 12.9011 27.7573 5.2932
H 14.5458 30.6644 3.8404
H 15.5673 29.1909 3.8166
H 15.9037 30.5762 4.8825
*
```

Results of the Mulliken charge analysis, in e, for atoms 1 through 6: atom 1 (Mg): 1.42, atom 2 (Mg): 1.92, atom 3 (N): 1.02, atom 4 (O): -0.54, atom 5 (O): -0.54, atom 6 (O): -0.59

---

(4)
Computed, not measured: a molecular structure, C29H21MnN8OSe, with ωB97M-V with the def2-TZVPD basis set.

Values from the calculation:
highest occupied orbital energy (spin up / spin down): -9.01 / -10.62 eV
relative energy (zero: lowest compared OMol25 entry of this formula, charge and spin): 29.2 kJ/mol
⟨S²⟩: 8.851
E_tot: -141044.70023 eV
E_LUMO (spin up / spin down): -4.16 / -3.54 eV

The geometry in ORCA input format:
```
! RIJCOSX wB97M-V def2-TZVPD def2/J DEFGRID3
* xyz 1 6
Mn -0.5970 -0.1855 -0.4616
C 1.0696 3.5678 -2.4004
C 0.5373 2.2658 -2.3988
N -0.2536 1.8157 -1.4564
C -0.6223 2.6754 -0.4555
C -0.1244 3.9806 -0.3570
C 0.7602 4.4109 -1.3733
C -0.5408 4.7901 0.7266
C -1.4165 4.2893 1.6462
C -1.9299 2.9746 1.5364
C -1.5550 2.1787 0.4900
N -1.9739 0.8712 0.2161
C -3.2764 0.3853 0.2478
C -4.4077 1.0242 0.6747
C -5.6587 0.3623 0.6258
C -5.7856 -0.9095 0.1518
C -4.6377 -1.5749 -0.3415
C -4.6467 -2.8735 -0.8957
C -3.4925 -3.4196 -1.3829
C -2.3076 -2.6712 -1.3391
N -2.2636 -1.4594 -0.8315
C -3.4058 -0.9102 -0.3068
H 1.7239 3.8728 -3.2054
H 0.7799 1.5798 -3.2031
H 1.1780 5.4101 -1.3295
H -0.1566 5.7991 0.8158
H -1.7314 4.9071 2.4783
H -2.6167 2.5983 2.2829
H -4.3548 2.0362 1.0500
H -6.5360 0.8858 0.9836
H -6.7450 -1.4118 0.1377
H -5.5774 -3.4279 -0.9300
H -3.4709 -4.4126 -1.8093
H -1.3827 -3.0749 -1.7320
Se -0.0234 -2.2407 2.8794
N 0.8521 -3.6471 2.1992
C 1.0421 -3.4215 0.8999
C 1.6535 -4.2482 -0.0590
C 1.6974 -3.8085 -1.3896
C 1.1595 -2.5986 -1.7715
N 0.5766 -1.7641 -0.8665
C 0.5231 -2.1658 0.4227
N -0.0691 -1.3593 1.2834
H 2.0670 -5.2040 0.2340
H 2.1677 -4.4207 -2.1471
H 1.1992 -2.2573 -2.7976
N 6.3749 -0.2468 2.1808
C 5.8200 -0.5546 0.9829
O 6.3977 -1.1697 0.1126
C 4.4024 -0.0822 0.7619
C 3.5032 0.1659 1.7863
C 2.2062 0.5235 1.4629
N 1.7712 0.6391 0.2088
C 2.6574 0.4290 -0.7714
C 3.9691 0.0648 -0.5479
H 7.3304 -0.5232 2.3325
H 5.9484 0.3865 2.8304
H 3.7733 0.0509 2.8283
H 1.4760 0.7015 2.2432
H 2.2916 0.5318 -1.7876
H 4.6507 -0.1306 -1.3649
*
```

Results of the natural (NBO) charge analysis, in e, for atoms 1 through 6: atom 1 (Mn): 1.57, atom 2 (C): -0.25, atom 3 (C): 0.10, atom 4 (N): -0.52, atom 5 (C): 0.14, atom 6 (C): -0.08

---

(5)
Computed, not measured: 5 unconnected molecules or ions with the total composition C46H53BNO4, with ωB97M-V with the def2-TZVPD basis set.

Values from the calculation:
highest occupied orbital energy: -5.21 eV
relative energy (zero: lowest compared OMol25 entry of this formula, charge and spin): 0.0 kJ/mol
E_tot: -58922.09608 eV
E_LUMO: 2.51 eV

The geometry in ORCA input format:
```
! RIJCOSX wB97M-V def2-TZVPD def2/J DEFGRID3
* xyz -1 1
C 0.1881 5.3496 3.0596
C 0.1119 6.3544 1.8967
O -0.9733 6.0731 0.9952
C -0.6379 5.1461 0.0289
O 0.0151 5.4700 -0.9024
C -1.1906 3.7821 0.2665
C -0.6214 2.7063 -0.6528
C -1.4062 1.3950 -0.5257
B -0.9841 0.5180 0.7864
C -1.6135 1.0823 2.1913
C -0.8956 1.1763 3.3750
C -1.5152 1.6210 4.5367
C -2.8561 1.9579 4.4740
N -3.5900 1.9017 3.3615
C -2.9565 1.4674 2.2695
O -1.4415 -0.9222 0.6696
C -0.4180 -1.6244 1.2771
C -0.5339 -3.1444 1.2286
C 0.8366 -0.9532 0.6160
C 0.8801 -1.3032 -0.8572
C 2.1914 -0.9517 -1.5260
C 3.3560 -1.6902 -1.3023
C 4.5281 -1.3452 -1.9731
C 4.5685 -0.2689 -2.8595
C 3.4113 0.4829 -3.0802
C 3.4178 1.6451 -4.0413
C 2.2359 0.1322 -2.4136
O 0.5239 0.3936 0.8388
H -0.7003 4.7291 3.0436
H 0.2351 5.8674 4.0130
H 1.0728 4.7287 2.9544
H 1.0328 6.3764 1.3213
H -0.1024 7.3411 2.2923
H -2.2721 3.7991 0.1494
H -0.9665 3.5104 1.2948
H 0.4448 2.5748 -0.4839
H -0.7204 3.0737 -1.6778
H -1.2806 0.8397 -1.4566
H -2.4678 1.6675 -0.5163
H 0.1522 0.9020 3.3809
H -0.9837 1.6823 5.4748
H -3.3521 2.2986 5.3758
H -3.5541 1.3989 1.3699
H -0.2345 -1.3742 2.3339
H 0.3390 -3.6125 0.7777
H -1.3964 -3.4336 0.6295
H -0.6731 -3.5334 2.2316
H 1.7307 -1.2276 1.1797
H 0.7190 -2.3689 -1.0264
H 0.0989 -0.7872 -1.3995
H 3.3386 -2.5400 -0.6354
H 5.4324 -1.9217 -1.8298
H 5.4846 -0.0281 -3.3771
H 2.4208 2.0638 -4.1211
H 3.6758 1.2754 -5.0344
H 4.1315 2.4113 -3.7567
H 1.3192 0.6801 -2.5737
C 1.7222 -3.1400 -7.5898
C 2.7880 -2.3713 -7.1407
C 2.7981 -1.8883 -5.8387
C 1.7469 -2.1825 -4.9808
C 0.6850 -2.9562 -5.4288
C 0.6680 -3.4296 -6.7342
H 1.7124 -3.5117 -8.6069
H 3.6109 -2.1461 -7.8079
H 3.6234 -1.2827 -5.4876
H 1.7507 -1.8096 -3.9677
H -0.1347 -3.1844 -4.7587
H -0.1663 -4.0246 -7.0846
C -2.9969 -8.0893 1.3424
C -2.9106 -7.9221 2.7173
C -3.0817 -6.6621 3.2749
C -3.3458 -5.5707 2.4592
C -3.4349 -5.7387 1.0845
C -3.2571 -6.9966 0.5261
H -2.8600 -9.0709 0.9063
H -2.7087 -8.7738 3.3548
H -3.0082 -6.5299 4.3469
H -3.4802 -4.5886 2.8935
H -3.6402 -4.8872 0.4490
H -3.3208 -7.1256 -0.5469
C 2.4011 0.8373 6.9950
C 2.8008 1.2330 8.2643
C 2.7417 2.5721 8.6247
C 2.2760 3.5145 7.7177
C 1.8740 3.1182 6.4495
C 1.9400 1.7802 6.0870
H 2.4478 -0.2065 6.7124
H 3.1582 0.4968 8.9733
H 3.0575 2.8815 9.6132
H 2.2253 4.5585 8.0000
H 1.5074 3.8508 5.7417
H 1.6293 1.4731 5.0969
C -1.0332 1.4222 -4.4341
C -1.4266 0.2769 -5.1124
C -2.7596 0.0983 -5.4554
C -3.6964 1.0684 -5.1262
C -3.3010 2.2139 -4.4485
C -1.9695 2.3898 -4.0990
H 0.0051 1.5586 -4.1609
H -0.6937 -0.4773 -5.3707
H -3.0685 -0.7989 -5.9774
H -4.7364 0.9299 -5.3942
H -4.0322 2.9686 -4.1884
H -1.6617 3.2776 -3.5613
*
```

Results of the Mulliken charge analysis, in e, for atoms 1 through 6: atom 1 (C): -0.85, atom 2 (C): -0.43, atom 3 (O): -0.38, atom 4 (C): 0.46, atom 5 (O): -0.57, atom 6 (C): 0.39